No. 1
Below is a 20-piece molecular cluster, C9H56NO20 overall, with properties calculated with ωB97M-V with the def2-TZVPD basis set.

Structure (XYZ):
```
86
Properties=species:S:1:pos:R:3:mulliken_charge:R:1
C -6.47161 3.90882 -15.22246 -1.29
C -5.64440 4.62822 -14.12708 3.80
C -4.67382 5.64362 -14.82324 -2.37
C -5.37083 6.91886 -15.47299 -0.76
C -6.31836 7.59490 -14.43881 -1.68
C -7.30691 6.60862 -13.62072 1.93
N -6.48252 5.41858 -13.11003 1.13
O -6.98262 4.70223 -12.01915 -0.64
C -8.44601 6.22327 -14.69255 -1.70
C -7.88661 7.57555 -12.58016 -1.24
C -4.72397 3.59895 -13.52832 -3.54
H -6.44054 4.49612 -16.14018 0.21
H -7.48489 3.58629 -14.98299 0.21
H -5.87929 3.06918 -15.58615 0.07
H -3.86778 5.19927 -15.40715 1.13
H -4.09717 6.06736 -14.00106 0.36
H -5.86056 6.67462 -16.41566 -0.30
H -4.71866 7.77830 -15.62830 0.71
H -6.97340 8.19544 -15.06998 0.44
H -5.76968 8.30919 -13.82492 0.56
H -8.01882 5.93336 -15.65254 0.37
H -9.12734 7.06466 -14.81892 0.38
H -9.04711 5.47502 -14.17592 0.14
H -8.52942 6.96549 -11.94556 -0.05
H -8.40783 8.40477 -13.05853 -0.18
H -7.09042 7.90099 -11.91064 0.63
H -4.01326 3.17778 -14.23938 0.99
H -5.27268 2.68868 -13.28664 0.14
H -4.24026 3.88813 -12.59532 0.68
O -7.48634 8.68230 -8.96054 -0.73
H -8.24610 8.81464 -9.52754 0.34
H -7.32266 7.73982 -8.99469 0.45
O -3.76220 2.01055 -16.57785 -0.75
H -4.19233 1.62076 -17.33897 0.37
H -4.33471 1.79440 -15.84182 0.15
O -9.13252 10.56851 -10.53615 -0.64
H -9.82601 10.73230 -11.17527 0.31
H -8.35674 10.38422 -11.06571 0.33
O -6.17521 11.02931 -16.31124 -0.63
H -6.59870 11.24996 -17.14081 0.31
H -6.07024 10.07835 -16.34085 0.33
O -8.28524 10.77863 -13.31647 -0.58
H -7.61685 10.24743 -13.74926 0.31
H -8.15958 11.65856 -13.67163 0.24
O -2.05078 4.91097 -13.83719 -0.74
H -2.95376 4.63228 -13.98945 0.18
H -2.09168 5.86730 -13.83632 0.36
O -4.55445 6.09009 -10.69864 -0.84
H -5.42357 6.12941 -10.29949 0.40
H -4.66350 5.51339 -11.45479 0.36
O -1.96084 3.29485 -11.55691 -0.70
H -1.79377 3.66677 -12.42293 0.28
H -1.70676 3.98631 -10.94570 0.31
O -10.10916 4.14614 -11.82897 -0.83
H -9.26835 4.56400 -12.01512 0.36
H -10.23938 4.27685 -10.88972 0.32
O -6.93104 6.07380 -9.35467 -0.77
H -7.16791 5.37135 -8.74911 0.23
H -7.26017 5.77961 -10.20400 0.31
O -7.66402 1.70678 -11.19990 -0.63
H -8.59897 1.54090 -11.07908 0.29
H -7.62016 2.29585 -11.95309 0.27
O -11.39452 9.36096 -12.47184 -0.58
H -12.15015 9.19306 -13.03492 0.24
H -10.70010 9.62627 -13.07485 0.28
O -4.95051 7.05001 -19.28580 -0.65
H -4.44890 6.23513 -19.31033 0.31
H -5.66194 6.87544 -18.66965 0.33
O -2.12922 0.49787 -14.72800 -0.72
H -1.46719 0.21923 -15.36069 0.25
H -2.83051 0.87011 -15.26266 0.31
O -5.63273 0.15165 -15.69073 -0.57
H -5.32136 -0.68016 -15.33385 0.29
H -6.53743 0.22005 -15.38567 0.30
O -10.37628 7.61258 -10.34611 -0.58
H -10.59933 8.49550 -10.64097 0.30
H -10.49168 7.06412 -11.12206 0.30
O -3.60570 4.22942 -18.19753 -0.65
H -3.72329 3.86932 -17.31848 0.37
H -4.33397 3.86942 -18.70374 0.30
O -11.87904 6.12935 -12.34619 -0.62
H -12.06219 6.48257 -13.21679 0.29
H -11.30838 5.37792 -12.50726 0.35
O -2.97066 0.76117 -12.16950 -0.68
H -2.59129 0.65044 -13.04131 0.39
H -2.78211 1.67101 -11.93952 0.36
```

Properties
LUMO level   0.0641 Eh
Gap between HOMO and LUMO   5.0 eV
Net charge   -1
DFT total energy   -52681.6598 eV



No. 2
Below is C9H5BCl3F11N2OPtS2 as an isolated structure, with properties calculated with ωB97M-V with the def2-TZVPD basis set.

Structure (XYZ):
```
35
Properties=species:S:1:pos:R:3:nbo_charge:R:1
Pt -0.12583 -0.57081 -1.29265 0.43
F 0.21930 -0.48529 3.24251 -0.31
C 1.24833 0.18630 2.72023 0.97
F 2.29524 0.02443 3.53082 -0.31
F 0.91595 1.49665 2.75756 -0.34
C 1.51489 -0.26011 1.24373 0.02
O 0.29017 -0.37376 0.67098 -0.79
C 2.31939 -1.60027 1.29422 0.96
F 3.57837 -1.41070 1.71263 -0.31
F 2.39746 -2.18250 0.09043 -0.31
F 1.73173 -2.46465 2.12340 -0.31
C 2.41032 0.83085 0.56220 0.96
F 1.66033 1.87322 0.18634 -0.32
F 3.36786 1.29691 1.37488 -0.31
F 3.00769 0.35128 -0.53407 -0.31
S -0.90214 1.99336 -1.60679 -0.22
C -1.54852 1.79923 -0.06785 -0.02
N -1.05400 2.30794 1.04007 -0.56
C -1.79483 2.09041 2.27545 -0.23
C -2.59910 0.81906 2.03630 -0.54
S -2.96909 0.84272 0.25444 0.33
H -0.20022 2.84397 0.99992 0.44
H -2.44899 2.94582 2.46480 0.20
H -1.10374 1.97615 3.10717 0.24
H -3.52350 0.80503 2.60724 0.24
H -2.00791 -0.06949 2.25200 0.25
Cl -2.77178 -2.01095 -5.75992 0.09
C -1.29169 -1.04890 -5.66024 -0.21
Cl 0.03604 -1.87047 -6.48858 0.10
Cl -1.55183 0.55875 -6.34705 0.09
C -0.93280 -0.89677 -4.25177 0.33
N -0.65333 -0.77774 -3.15181 -0.28
F -0.28203 -3.20821 -0.08836 -0.51
B 0.14628 -2.52828 -1.15098 1.06
F 0.62199 -3.28317 -2.14723 -0.52
```

Properties
LUMO level   -0.0048 Eh
Gap between HOMO and LUMO   8.7 eV
Net charge   0
DFT total energy   -107499.3711 eV



No. 3
Below is C9H5CoF6N2O8S2 as an isolated structure, with properties calculated with ωB97M-V with the def2-TZVPD basis set.

Structure (XYZ):
```
33
Properties=species:S:1:pos:R:3:nbo_charge:R:1
Co -0.30827 -0.17588 -0.17663 1.46
O 2.01313 -0.20718 -3.66203 -0.61
C 1.46993 -0.11168 -2.48563 0.80
O 0.26703 0.00582 -2.29403 -0.60
C 2.40643 -0.13738 -1.32003 0.09
C 3.79363 -0.10508 -1.39063 -0.15
C 4.50733 -0.07508 -0.19833 -0.13
C 3.82873 -0.09168 1.01587 -0.17
C 2.43713 -0.14208 0.99927 0.09
N 1.76093 -0.16238 -0.15173 -0.44
C 1.50233 -0.13318 2.18677 0.80
O 1.98423 -0.10648 3.39857 -0.60
O 0.30553 -0.13298 1.97657 -0.57
H 1.35593 -0.18758 -4.38583 0.54
H 4.28733 -0.09378 -2.35003 0.27
H 5.58603 -0.04288 -0.21123 0.26
H 4.38833 -0.06228 1.94097 0.24
H 2.94833 -0.16598 3.48777 0.51
F -3.32467 -3.02658 1.95517 -0.29
C -3.27367 -1.72748 1.70297 0.77
F -2.34337 -1.18288 2.47607 -0.30
F -4.44987 -1.18968 1.95287 -0.28
S -2.70797 -1.54958 -0.09313 2.22
O -1.26637 -1.87198 0.05167 -1.03
O -3.46307 -2.43478 -0.88843 -0.84
N -2.77567 -0.05838 -0.60113 -1.26
S -2.53957 1.29082 0.18407 2.21
O -3.12737 1.32632 1.46837 -0.87
O -1.11627 1.65372 0.08637 -1.00
C -3.39177 2.50842 -0.95943 0.77
F -4.69567 2.31592 -0.93263 -0.28
F -2.94707 2.32752 -2.19223 -0.30
F -3.11157 3.74632 -0.59033 -0.29
```

Properties
2S+1   2
LUMO level (spin up / spin down)   -0.2007 / -0.1852 Eh
Gap between HOMO and LUMO (spin up / spin down)   8.1 / 8.7 eV
Net charge   +1
DFT total energy   -104368.8225 eV



No. 4
Below is C9H5IrN5OS4 as an isolated structure, with properties calculated with ωB97M-V with the def2-TZVPD basis set.

Structure (XYZ):
```
25
Properties=species:S:1:pos:R:3:nbo_charge:R:1
Ir -1.28425 -0.11261 -0.91800 0.89
O -2.91662 -4.75569 3.80314 -0.47
C -2.66291 -3.93535 2.98711 0.22
S -2.41119 -2.20202 3.36174 0.43
C -2.06669 -1.69486 1.74155 -0.38
C -2.08192 -2.67568 0.74966 -0.39
S -1.81077 -2.41492 -0.91677 0.03
S -2.44250 -4.29674 1.24691 0.42
S -1.74517 -0.03906 1.47982 -0.01
N -0.25796 4.07416 -1.23999 -0.31
C -1.23103 3.17611 -1.40956 0.23
N -0.70621 1.97494 -1.29378 -0.57
C 0.61990 2.20996 -1.02000 0.28
N 0.91393 3.48295 -0.98278 -0.20
C 1.54599 1.11127 -0.78651 0.11
C 2.91205 1.28026 -0.57251 0.05
N 3.70126 0.24383 -0.34717 -0.32
C 3.16158 -0.96779 -0.34175 0.03
C 1.80127 -1.15626 -0.55730 0.03
N 1.00841 -0.11372 -0.77040 -0.46
H -0.31885 5.07945 -1.27566 0.45
H -2.25862 3.41225 -1.63166 0.25
H 3.35983 2.26643 -0.58415 0.24
H 3.82045 -1.80688 -0.15979 0.23
H 1.35001 -2.14004 -0.56214 0.23
```

Properties
2S+1   5
LUMO level (spin up / spin down)   -0.1446 / -0.2135 Eh
Gap between HOMO and LUMO (spin up / spin down)   7.2 / 6.6 eV
Net charge   +1
DFT total energy   -65084.3728 eV



No. 5
Below is a 25-piece molecular cluster, C9H61B2N4O28P overall, with properties calculated with ωB97M-V with the def2-TZVPD basis set.

Structure (XYZ):
```
105
Properties=species:S:1:pos:R:3:mulliken_charge:R:1
C -1.81686 -0.53354 0.54989 -0.55
B -1.61721 -0.84330 -0.98667 0.82
O -2.68498 -0.87397 -1.84584 -0.64
C -0.10265 -1.16889 -1.43401 0.24
C 0.56840 -2.14662 -0.61018 -1.02
C 1.85514 -2.48636 -0.89416 0.58
B 2.55947 -3.53252 0.09473 0.77
N 3.92639 -3.39914 0.55861 -0.54
O 1.76566 -4.57146 0.53233 -0.66
C 2.55750 -1.93757 -2.01250 0.18
N 3.82972 -2.37344 -2.22799 -0.33
C 4.33637 -1.81813 -3.30321 -0.10
C 3.70709 -0.86476 -4.13208 -1.22
N 2.49403 -0.42398 -3.88678 -0.37
C 1.88652 -0.98922 -2.80339 -0.53
C 0.54057 -0.58516 -2.49425 0.70
P -0.39696 0.66964 -3.42773 0.66
N -0.96754 1.76451 -2.49563 -0.53
O -1.55420 -0.13830 -4.23154 -0.58
O 0.48769 1.39465 -4.59618 -0.56
H -1.69767 -1.48512 1.06759 0.14
H -2.78526 -0.06379 0.74984 0.52
H -0.96285 0.09785 0.83241 0.03
H -2.52718 -1.44726 -2.60574 0.31
H 0.09118 -2.59786 0.25406 0.51
H 4.29243 -2.48688 0.31434 0.17
H 3.90960 -3.49721 1.57298 0.27
H 2.09867 -4.85962 1.39613 0.18
H 5.35258 -2.12008 -3.57786 0.40
H 4.22652 -0.46859 -5.00467 0.54
H -0.64927 2.68012 -2.78269 0.11
H -1.26832 -0.25222 -5.15238 0.35
H 1.14700 1.93705 -4.14334 0.33
O 2.10996 1.74315 -0.67613 -0.54
H 2.99725 1.84373 -0.30086 0.25
H 2.22097 1.08716 -1.37381 0.27
O -3.02286 -3.39825 1.59504 -0.57
H -3.95622 -3.28472 1.80473 0.24
H -3.01583 -4.07646 0.90949 0.29
O 2.54219 -5.93829 3.41992 -0.54
H 2.88772 -5.70956 4.28765 0.26
H 2.79435 -6.86258 3.30453 0.30
O 2.20979 0.18114 1.98398 -0.67
H 2.06647 0.46916 1.07068 0.32
H 1.68664 0.80041 2.51169 0.35
O -0.07770 4.35162 -0.56395 -0.64
H 0.54519 3.62027 -0.67889 0.28
H -0.64139 4.30643 -1.34098 0.30
O -5.11139 0.88101 0.02042 -0.64
H -4.65584 0.53891 -0.75773 0.28
H -5.12706 1.83970 -0.12571 0.35
O 3.71579 -3.06333 -6.63006 -0.71
H 3.45229 -2.70963 -5.77311 0.36
H 2.89875 -3.06734 -7.14197 0.33
O 7.85961 -3.01031 -1.96618 -0.65
H 6.92637 -2.89238 -1.75693 0.33
H 7.86738 -3.71095 -2.62627 0.32
O 1.66747 2.41717 3.94191 -0.70
H 2.26777 3.13636 3.72010 0.27
H 2.02640 2.03512 4.75248 0.33
O -0.18149 -1.48750 2.53595 -0.45
H 0.45490 -0.79019 2.32129 0.17
H 0.16212 -1.88912 3.34148 0.25
O -4.57159 3.73741 -0.00417 -0.67
H -4.14619 4.34555 0.61046 0.29
H -4.06419 3.84210 -0.82217 0.41
O -4.72791 6.70984 0.75343 -0.58
H -5.50255 6.32047 0.33069 0.30
H -4.93173 7.65273 0.80019 0.27
O -2.88787 5.25738 -1.61362 -0.64
H -2.42885 5.84190 -2.22415 0.29
H -3.25513 5.85692 -0.94532 0.29
O -1.10708 5.50487 1.97181 -0.61
H -0.74629 5.18359 1.13055 0.30
H -1.31120 6.42948 1.79443 0.34
O -6.37868 9.51319 1.32299 -0.63
H -6.62344 9.84110 2.19507 0.30
H -7.19427 9.57163 0.81223 0.33
O -5.50565 12.11479 -0.32008 -0.64
H -5.62975 11.23876 0.06494 0.35
H -4.92731 11.96400 -1.07370 0.32
O -3.05436 7.72471 3.26811 -0.61
H -2.60756 8.01958 4.06767 0.29
H -2.67096 6.85752 3.09188 0.33
O 1.62257 -8.66093 4.09416 -0.64
H 0.69135 -8.51555 4.30419 0.31
H 1.60645 -9.36969 3.44285 0.32
O 4.61247 1.29268 0.87466 -0.57
H 5.03691 1.54807 1.69882 0.28
H 4.96306 0.41531 0.69172 0.28
O -0.98396 -7.70707 2.64273 -0.60
H -0.21104 -7.19382 2.37975 0.33
H -1.72138 -7.10390 2.49733 0.31
O 4.75475 -5.36098 -8.27703 -0.62
H 5.19632 -4.80103 -8.92217 0.31
H 4.36719 -4.73791 -7.64891 0.36
O -0.58939 -4.63178 2.73244 -0.52
H 0.18437 -4.12489 2.46813 0.16
H -1.33334 -4.02487 2.58514 0.36
O -0.45196 0.53925 4.52118 -0.57
H 0.29449 1.10341 4.29485 0.33
H -1.21587 1.11001 4.39028 0.32
O -3.77718 -6.84928 4.06463 -0.64
H -3.42732 -6.62588 4.93304 0.32
H -3.51708 -7.76819 3.93813 0.31
```

Properties
LUMO level   -0.0369 Eh
Gap between HOMO and LUMO   7.9 eV
Net charge   0
DFT total energy   -84261.4478 eV



No. 6
Below is C9H62NO23 as an isolated structure, with properties calculated with ωB97M-V with the def2-TZVPD basis set.

Structure (XYZ):
```
95
Properties=species:S:1:pos:R:3:mulliken_charge:R:1
C 0.52565 -1.85885 -0.33270 -2.18
C -0.40984 -0.82462 0.17987 6.72
C 0.29082 -0.09989 1.39817 -2.66
C 1.31919 0.90714 1.07925 -1.68
C 0.97004 1.87613 0.01772 -2.21
C 0.29963 1.28670 -1.28049 2.89
N -0.70049 0.19435 -0.88080 0.17
O -1.71137 -0.14689 -1.78372 -0.10
C 1.40634 0.74836 -2.16659 -2.57
C -0.44268 2.50243 -1.94072 -1.94
C -1.68350 -1.58156 0.74798 -0.43
H 1.40096 -1.50717 -0.87883 -0.36
H 0.07038 -2.42717 -1.14378 -1.18
H 0.82999 -2.55213 0.45142 -0.58
H 0.78062 -0.82679 2.04612 1.58
H -0.48044 0.34750 2.02515 0.28
H 2.29091 0.52527 0.76613 0.33
H 1.73019 1.35675 1.98315 2.78
H 1.86280 2.48496 -0.12510 1.99
H 0.24159 2.48176 0.55687 0.30
H 2.07599 0.01921 -1.71049 0.48
H 1.99053 1.55995 -2.60033 0.40
H 1.00268 0.02805 -2.87814 0.76
H -0.62275 2.36415 -3.00681 0.52
H 0.20162 3.38097 -1.90685 0.68
H -1.34628 2.86359 -1.44962 -0.47
H -2.49562 -0.93454 1.07954 -2.84
H -1.42099 -2.23868 1.57707 0.42
H -2.03889 -2.21310 -0.06624 1.91
O -1.35953 2.14959 1.36784 -0.80
H -1.08672 1.30054 1.02012 -0.28
H -1.58465 1.97368 2.28140 0.48
O -0.01601 -1.49395 -2.96344 -0.66
H -0.12016 -0.95316 -3.74633 0.29
H -0.41669 -0.98043 -2.26202 -0.58
O -0.59301 -3.30705 0.43904 -0.74
H -1.04194 -2.52067 0.12871 -1.83
H -0.36522 -3.78405 -0.35897 0.74
O -0.81155 -0.48066 3.21767 -0.58
H -0.35651 -1.30268 3.40057 0.68
H -0.14908 0.07380 2.80544 0.37
O -1.48124 4.30535 -1.57786 -0.58
H -2.21488 4.72447 -2.02770 0.28
H -1.85465 3.98480 -0.75687 0.53
O -1.96371 -0.21243 -3.62889 -0.99
H -2.81483 0.12752 -3.35270 0.27
H -1.42511 -0.18212 -2.83819 0.50
O -1.65567 1.33517 3.31270 -0.76
H -1.00340 1.75736 3.87172 0.38
H -1.34490 0.43463 3.21930 1.04
O 0.45429 -3.61423 -2.83170 -0.98
H -0.21570 -3.47724 -2.16194 0.98
H 0.32173 -2.89879 -3.45363 0.30
O -2.72964 -0.41767 2.42616 -0.40
H -1.79747 -0.39318 2.21008 -1.39
H -2.77784 -0.07804 3.31979 0.52
O 3.10219 1.61133 -3.06089 -0.54
H 3.67060 2.04479 -2.42429 0.45
H 2.87766 2.29802 -3.68881 0.47
O 0.64304 -3.43991 2.02977 -1.09
H 1.41295 -3.00220 1.66661 0.39
H 0.11013 -3.66106 1.26601 0.40
O -2.69998 1.10507 -0.03037 -0.72
H -2.28933 1.96384 0.07019 0.34
H -2.12830 0.63532 -0.63763 -0.02
O -3.78301 -1.09223 0.89554 -0.65
H -3.23055 -0.31277 0.95452 0.79
H -3.75200 -1.33899 -0.02878 0.61
O 0.70322 4.12930 1.04622 -0.64
H 0.40887 3.22694 0.92239 -0.23
H -0.09200 4.61246 1.27072 0.36
O 1.17036 0.24570 3.22744 -0.84
H 1.24380 1.18240 3.41030 0.31
H 1.81797 -0.16249 3.80207 0.51
O 2.28768 -2.21909 1.69801 -0.45
H 2.87590 -2.80587 2.17331 0.51
H 2.40317 -2.45699 0.77807 0.60
O 4.00346 1.02363 0.75271 -0.86
H 3.42877 0.37093 1.15264 0.19
H 4.10648 1.69695 1.42524 0.28
O 2.02507 -1.74356 -2.62314 -1.05
H 1.11283 -2.00108 -2.75626 0.75
H 2.02139 -0.79081 -2.71525 0.08
O -1.21713 -3.18852 -1.71397 -1.27
H -1.85373 -2.68478 -2.22114 0.33
H -1.67200 -4.00278 -1.49879 0.43
O 2.99593 -0.38807 1.95238 -1.03
H 2.16323 0.08394 1.96029 1.16
H 2.75807 -1.29085 1.74111 0.62
O 2.56434 3.32382 0.61028 -0.88
H 1.92859 3.85462 1.09021 0.41
H 2.25034 2.42508 0.70968 0.00
O -3.29449 -0.80601 -1.39162 -0.76
H -3.20119 -1.75828 -1.36498 0.63
H -2.40529 -0.47419 -1.26733 -0.41
```

Properties
LUMO level   0.0621 Eh
Gap between HOMO and LUMO   5.9 eV
Net charge   -1
DFT total energy   -58853.1854 eV



For the records above, the corresponding largest force on an atom values read 0.062, 0.008, 0.055, 0.016, 0.036, 0.379 hartree/bohr.